(1)
{"formula": "C4H6O", "method": "ωB97M-V with the def2-TZVPD basis set", "symbols": ["C", "O", "C", "C", "C", "H", "H", "H", "H", "H", "H"], "xyz": [[-0.1666, -1.2458, 0.0553], [-1.2308, -0.3925, -0.3487], [-0.8341, 0.9506, -0.1085], [0.6760, 0.8953, -0.1782], [1.0548, -0.3613, 0.0334], [-0.3705, -1.6514, 1.0599], [-0.0925, -2.0957, -0.6386], [-1.1268, 1.3252, 0.8933], [-1.3957, 1.6242, -0.7558], [1.3182, 1.7667, -0.2483], [2.0593, -0.7236, 0.2325]], "total_charge": 0, "e_above_lowest_ev": 0.494, "smiles": "C1=CCOC1", "fmax_ev_per_a": 0.72, "homo_lumo_gap_ha": 0.37901, "energy_ha": -231.2055}



(2)
{"formula": "C4H6O", "method": "ωB97M-V with the def2-TZVPD basis set", "symbols": ["O", "C", "C", "C", "C", "H", "H", "H", "H", "H", "H"], "xyz": [[-0.4607, -1.4043, 0.6612], [-1.0741, -0.5283, -0.2442], [-0.3302, 0.8559, -0.4776], [1.0073, 0.6991, 0.0741], [1.9439, 0.2147, 0.6623], [0.4776, -1.1365, 0.7393], [-1.1801, -1.0080, -1.2276], [-2.0686, -0.2956, 0.1473], [-0.2943, 1.0882, -1.5497], [-0.8496, 1.6881, 0.0149], [2.8058, -0.1413, 1.1751]], "total_charge": 0, "e_above_lowest_ev": 1.656, "smiles": "C#CCCO", "fmax_ev_per_a": 0.72, "homo_lumo_gap_ha": 0.40190, "energy_ha": -231.1629}



Repeat the second record exactly.
{"formula": "C4H6O", "method": "ωB97M-V with the def2-TZVPD basis set", "symbols": ["O", "C", "C", "C", "C", "H", "H", "H", "H", "H", "H"], "xyz": [[-0.4607, -1.4043, 0.6612], [-1.0741, -0.5283, -0.2442], [-0.3302, 0.8559, -0.4776], [1.0073, 0.6991, 0.0741], [1.9439, 0.2147, 0.6623], [0.4776, -1.1365, 0.7393], [-1.1801, -1.0080, -1.2276], [-2.0686, -0.2956, 0.1473], [-0.2943, 1.0882, -1.5497], [-0.8496, 1.6881, 0.0149], [2.8058, -0.1413, 1.1751]], "total_charge": 0, "e_above_lowest_ev": 1.656, "smiles": "C#CCCO", "fmax_ev_per_a": 0.72, "homo_lumo_gap_ha": 0.40190, "energy_ha": -231.1629}



Copy entry 2 word for word.
{"formula": "C4H6O", "method": "ωB97M-V with the def2-TZVPD basis set", "symbols": ["O", "C", "C", "C", "C", "H", "H", "H", "H", "H", "H"], "xyz": [[-0.4607, -1.4043, 0.6612], [-1.0741, -0.5283, -0.2442], [-0.3302, 0.8559, -0.4776], [1.0073, 0.6991, 0.0741], [1.9439, 0.2147, 0.6623], [0.4776, -1.1365, 0.7393], [-1.1801, -1.0080, -1.2276], [-2.0686, -0.2956, 0.1473], [-0.2943, 1.0882, -1.5497], [-0.8496, 1.6881, 0.0149], [2.8058, -0.1413, 1.1751]], "total_charge": 0, "e_above_lowest_ev": 1.656, "smiles": "C#CCCO", "fmax_ev_per_a": 0.72, "homo_lumo_gap_ha": 0.40190, "energy_ha": -231.1629}